(1)
Below is a cluster of 14 separate species, C30H88O14 in total at a distorted geometry, with properties calculated with ωB97M-V/def2-TZVPD.

Properties
Orbital gap (eV): 9.4
Energy relative to the best compared isomer or geometry (same formula, charge and spin) (eV): 2.999
E_tot (eV): -61198.4655

Cartesian coordinates (Å):
C: 3.320 2.668 0.465
C: 3.721 3.879 1.331
C: 3.868 5.175 0.559
O: 2.688 3.975 2.343
H: 3.302 1.724 1.010
H: 4.061 2.531 -0.323
H: 2.359 2.840 -0.020
H: 4.714 3.729 1.754
H: 4.223 5.909 1.283
H: 2.938 5.511 0.099
H: 4.619 5.034 -0.218
H: 2.867 4.740 2.895
C: -2.268 1.869 -4.546
C: -2.731 0.786 -3.578
C: -3.961 1.208 -2.836
O: -3.044 -0.361 -4.310
H: -3.008 2.024 -5.332
H: -1.329 1.609 -5.033
H: -2.227 2.846 -4.064
H: -1.999 0.534 -2.811
H: -4.129 0.552 -1.982
H: -4.826 1.201 -3.499
H: -3.737 2.206 -2.459
H: -2.204 -0.747 -4.568
C: -1.319 5.488 -0.421
C: -2.329 4.383 -0.439
C: -1.753 3.000 -0.784
O: -2.937 4.335 0.810
H: -1.750 6.487 -0.352
H: -0.703 5.489 -1.321
H: -0.565 5.320 0.348
H: -3.048 4.677 -1.204
H: -0.910 2.830 -0.115
H: -1.363 3.035 -1.801
H: -2.421 2.160 -0.594
H: -3.389 5.166 0.970
C: -3.917 -0.191 4.242
C: -2.627 -0.002 5.068
C: -1.367 -0.782 4.530
O: -2.325 1.373 5.113
H: -4.083 -1.262 4.361
H: -3.673 -0.008 3.196
H: -4.809 0.351 4.554
H: -2.857 -0.248 6.104
H: -1.533 -1.840 4.728
H: -0.533 -0.513 5.179
H: -1.072 -0.653 3.489
H: -2.118 1.594 4.202
C: -2.969 -5.304 -3.519
C: -1.971 -4.135 -3.549
C: -2.219 -3.116 -2.433
O: -0.733 -4.765 -3.272
H: -3.033 -5.857 -2.582
H: -2.707 -6.016 -4.302
H: -3.945 -4.848 -3.680
H: -1.880 -3.683 -4.537
H: -3.183 -2.617 -2.540
H: -1.454 -2.341 -2.388
H: -2.225 -3.556 -1.435
H: -0.046 -4.326 -3.779
C: -0.979 -7.814 0.244
C: -0.828 -6.441 -0.440
C: 0.194 -5.498 0.092
O: -0.427 -6.873 -1.695
H: -0.045 -8.374 0.202
H: -1.775 -8.465 -0.118
H: -1.234 -7.577 1.277
H: -1.759 -5.896 -0.599
H: 0.201 -4.583 -0.500
H: 1.200 -5.917 0.102
H: 0.036 -5.141 1.109
H: -0.328 -6.077 -2.222
C: 1.336 -0.134 1.697
C: 0.480 0.285 0.528
C: 0.555 -0.630 -0.739
O: -0.807 0.217 0.975
H: 1.074 0.370 2.627
H: 2.394 0.018 1.484
H: 1.287 -1.195 1.942
H: 0.843 1.282 0.278
H: 0.323 -1.671 -0.517
H: 1.570 -0.692 -1.131
H: -0.060 -0.217 -1.539
H: -0.966 0.875 1.655
C: 1.815 4.866 -2.667
C: 2.467 3.617 -3.181
C: 1.670 2.303 -2.924
O: 2.598 3.692 -4.597
H: 2.537 5.679 -2.591
H: 1.471 4.751 -1.639
H: 0.991 5.188 -3.304
H: 3.425 3.496 -2.674
H: 1.311 2.194 -1.901
H: 2.129 1.376 -3.266
H: 0.782 2.296 -3.556
H: 3.172 3.016 -4.964
C: 1.857 -2.704 -3.457
O: 1.482 -3.473 -4.543
H: 1.502 -3.061 -2.490
H: 2.942 -2.637 -3.374
H: 1.444 -1.695 -3.475
H: 2.223 -3.685 -5.114
C: 2.582 -1.306 4.749
O: 3.400 -2.266 5.437
H: 3.028 -1.239 3.756
H: 1.528 -1.579 4.692
H: 2.644 -0.351 5.270
H: 3.283 -3.164 5.119
C: -0.693 3.482 2.950
O: -1.545 2.412 2.494
H: -0.131 3.980 2.160
H: -1.265 4.257 3.459
H: 0.022 2.998 3.615
H: -2.080 2.898 1.862
C: -3.536 -1.497 0.282
O: -2.632 -2.088 1.196
H: -4.240 -2.167 -0.211
H: -4.118 -0.706 0.756
H: -3.024 -0.930 -0.495
H: -1.932 -1.452 1.357
C: 3.067 -3.439 0.194
O: 4.266 -3.235 -0.505
H: 2.207 -3.525 -0.470
H: 3.191 -4.336 0.800
H: 2.874 -2.648 0.919
H: 4.441 -4.041 -0.996
C: 3.971 2.346 5.113
O: 3.781 1.671 3.859
H: 4.708 1.820 5.720
H: 4.399 3.319 4.871
H: 3.047 2.387 5.691
H: 3.211 2.258 3.357

Atomic partial charges in e from the Löwdin method, atoms 1 to 99: -0.03 -0.45 -0.05 -0.07 0.06 0.09 0.06 0.14 0.08 0.07 0.09 0.09 -0.05 -0.53 -0.05 -0.04 0.09 0.07 0.07 0.12 0.07 0.10 0.06 0.09 -0.05 -0.49 -0.03 -0.04 0.09 0.06 0.07 0.14 0.06 0.08 0.08 0.11 -0.04 -0.46 -0.03 -0.07 0.08 0.06 0.08 0.13 0.08 0.07 0.05 0.03 -0.03 -0.43 -0.05 -0.09 0.07 0.09 0.08 0.14 0.07 0.06 0.08 0.05 -0.04 -0.52 -0.06 -0.07 0.08 0.08 0.07 0.12 0.06 0.08 0.09 0.03 -0.06 -0.49 -0.02 -0.07 0.08 0.07 0.07 0.10 0.07 0.07 0.06 0.05 -0.06 -0.47 -0.05 -0.05 0.08 0.05 0.09 0.12 0.04 0.07 0.06 0.09 -0.16 -0.10 0.06

(2)
Below is a structure of composition C12H33AlClI2P3 at a distorted geometry, with properties calculated with ωB97M-V/def2-TZVPD.

Properties
Orbital gap (alpha / beta) (eV): 5.5 / 6.1
Energy relative to the best compared isomer or geometry (same formula, charge and spin) (eV): 0.000
Charge: +2
E_tot (eV): -76155.5331

Cartesian coordinates (Å):
I: 0.324 2.163 0.330
I: 0.237 -2.034 0.536
Al: -0.123 0.004 -1.156
P: -2.489 0.003 -0.524
C: -3.411 0.069 1.046
C: -3.209 1.388 -1.449
H: -4.281 1.196 -1.582
H: -4.286 -1.276 -1.470
H: -2.708 1.455 -2.422
H: -2.717 -1.618 -2.283
H: -3.147 0.977 1.600
H: -3.062 2.319 -0.889
C: -3.215 -1.461 -1.320
H: -4.489 0.090 0.829
H: -3.074 -2.339 -0.678
H: -3.187 -0.818 1.650
P: 2.519 0.012 -0.599
C: 3.284 0.114 1.055
C: 3.335 -1.451 -1.320
H: 2.853 1.486 -2.471
H: 4.395 1.137 -1.614
H: 3.223 2.313 -0.924
C: 3.332 1.381 -1.490
H: 2.883 -1.651 -2.300
H: 4.405 -1.230 -1.437
H: 4.373 0.026 0.951
H: 2.919 -0.698 1.695
H: 3.200 -2.320 -0.666
H: 3.041 1.078 1.514
Cl: -0.023 -0.091 -3.258
C: 2.293 1.218 4.774
C: 1.406 -0.025 4.692
P: 0.289 -0.047 3.213
C: -0.875 -1.387 3.769
C: -0.186 -2.708 4.030
C: -0.740 1.472 3.537
C: -1.437 1.589 4.891
H: 3.029 1.227 3.965
H: 2.858 1.207 5.712
H: 1.728 2.156 4.747
H: 2.052 -0.916 4.619
H: 0.776 -0.151 5.590
H: -1.399 -0.985 4.643
H: -1.600 -1.500 2.954
H: 0.440 -2.701 4.927
H: -0.954 -3.470 4.165
H: 0.419 -3.022 3.174
H: -0.036 2.311 3.418
H: -1.477 1.582 2.727
H: -0.740 1.457 5.732
H: -1.877 2.598 4.980
H: -2.267 0.881 5.006

Partial charges, Löwdin, in e: 0.68 0.71 -0.93 0.64 -0.21 -0.24 0.07 0.07 0.05 0.05 0.04 0.06 -0.24 0.08 0.05 0.04 0.63 -0.28 -0.24 0.06 0.07 0.04 -0.24 0.06 0.08 0.08 0.02 0.04 0.02 0.34 -0.12 -0.36 1.00 -0.43 -0.17 -0.45 -0.11 0.06 0.10 0.07 0.09 0.10 0.09 0.03 0.08 0.09 0.00 0.05 0.02 0.08 0.10 0.08

(3)
Below is a cluster of 2 separate species, C5H6Br2Cl2 in total at a distorted geometry, with properties calculated with ωB97M-V/def2-TZVPD.

Properties
Orbital gap (alpha / beta) (eV): 8.3 / 8.3
Energy relative to the best compared isomer or geometry (same formula, charge and spin) (eV): 2.265
E_tot (eV): -170408.1319

Cartesian coordinates (Å):
C: 0.621 1.487 -0.213
C: 1.401 0.748 -1.297
C: 0.058 0.195 -0.809
C: 0.135 -1.069 0.042
C: -1.558 -0.815 1.609
Cl: -2.960 -0.296 0.743
Cl: -0.843 0.441 2.613
Br: -0.458 -2.628 -0.785
Br: -1.542 -2.554 2.394
H: 1.172 1.587 0.764
H: -0.001 2.296 -0.527
H: 1.464 1.126 -2.422
H: 2.314 0.279 -1.170
H: -0.703 0.210 -1.663
H: 0.899 -1.006 0.721

Partial charges, Löwdin, in e: -0.13 -0.14 -0.39 -0.64 -1.67 0.55 0.52 0.72 0.60 0.11 0.09 0.14 0.06 0.15 0.04